C41H60AuF4N2P | ωB97M-V/def2-TZVPD

Each line ends with the Löwdin charge.
Element x y z (Å)
Au (0.809, -0.176, 0.793)  0.80
C (2.088, 2.877, 0.072)  -0.07
C (2.994, 1.846, 0.714)  -0.24
N (2.851, 0.469, 0.141)  -0.28
C (3.058, 0.477, -1.337)  -0.24
C (4.444, 0.876, -1.818)  -0.05
C (3.855, -0.369, 0.837)  -0.19
C (3.994, -1.789, 0.323)  -0.15
N (2.771, -2.544, 0.386)  0.22
C (2.686, -3.793, 0.120)  -0.10
C (1.354, -4.392, 0.288)  -0.11
F (0.389, -3.632, 0.671)  0.18
C (1.148, -5.732, 0.075)  -0.18
F (-0.048, -6.254, 0.246)  0.17
C (2.210, -6.526, -0.332)  0.23
C (3.504, -6.015, -0.531)  -0.18
F (4.458, -6.827, -0.928)  0.18
C (3.756, -4.694, -0.321)  -0.08
F (4.947, -4.201, -0.524)  0.20
H (1.967, 3.726, 0.744)  0.10
H (1.100, 2.471, -0.152)  0.04
H (2.505, 3.256, -0.859)  0.06
H (2.798, 1.753, 1.782)  0.10
H (4.038, 2.158, 0.614)  0.12
H (2.312, 1.156, -1.743)  0.08
H (2.779, -0.508, -1.717)  0.10
H (4.723, 1.878, -1.491)  0.09
H (4.443, 0.884, -2.908)  0.09
H (5.233, 0.190, -1.502)  0.07
H (3.609, -0.374, 1.899)  0.13
H (4.847, 0.083, 0.738)  0.13
H (4.780, -2.304, 0.885)  0.16
H (4.332, -1.793, -0.721)  0.14
H (2.040, -7.584, -0.509)  0.18
C (1.799, 3.392, -3.868)  -0.05
C (1.067, 2.085, -4.155)  -0.38
C (0.265, 2.196, -5.457)  -0.05
C (0.148, 1.631, -3.038)  -0.20
C (-0.694, 2.495, -2.359)  0.02
C (-1.627, 2.038, -1.432)  -0.13
C (-2.603, 3.074, -0.892)  -0.37
C (-3.662, 3.395, -1.955)  -0.04
C (-1.923, 4.384, -0.470)  -0.06
C (-1.719, 0.656, -1.144)  -0.10
C (-0.930, -0.251, -1.891)  -0.14
C (0.007, 0.278, -2.780)  -0.03
C (-1.159, -1.761, -2.074)  -0.32
C (-2.021, -2.501, -1.062)  -0.06
C (0.175, -2.515, -2.263)  -0.07
C (-2.790, 0.211, -0.177)  -0.19
C (-4.078, 0.183, -0.716)  -0.04
C (-5.190, -0.193, 0.015)  -0.03
C (-5.039, -0.558, 1.342)  -0.04
C (-3.776, -0.532, 1.904)  -0.09
C (-2.638, -0.154, 1.181)  -0.28
P (-1.070, -0.165, 2.127)  1.03
C (-1.054, -1.642, 3.317)  -0.64
C (0.428, -1.989, 3.556)  -0.13
C (-1.765, -2.867, 2.708)  -0.08
C (-1.668, -1.387, 4.701)  -0.08
C (-1.043, 1.430, 3.107)  -0.67
C (0.256, 1.531, 3.910)  -0.08
C (-2.250, 1.650, 4.027)  -0.06
C (-1.076, 2.549, 2.066)  -0.11
H (2.444, 3.653, -4.708)  0.09
H (2.427, 3.323, -2.978)  0.05
H (1.105, 4.221, -3.727)  0.08
H (1.818, 1.298, -4.295)  0.13
H (-0.470, 3.000, -5.380)  0.09
H (-0.271, 1.272, -5.673)  0.08
H (0.923, 2.419, -6.297)  0.09
H (-0.661, 3.555, -2.579)  0.12
H (-3.124, 2.656, -0.030)  0.11
H (-3.193, 3.846, -2.831)  0.09
H (-4.387, 4.108, -1.560)  0.09
H (-4.204, 2.511, -2.287)  0.07
H (-1.710, 5.013, -1.335)  0.08
H (-0.986, 4.220, 0.060)  0.06
H (-2.586, 4.957, 0.180)  0.09
H (0.604, -0.400, -3.378)  0.11
H (-1.691, -1.818, -3.030)  0.15
H (-1.637, -2.359, -0.057)  0.03
H (-2.012, -3.568, -1.290)  0.09
H (-3.058, -2.177, -1.070)  0.08
H (0.953, -2.086, -1.621)  0.04
H (0.539, -2.483, -3.289)  0.08
H (0.046, -3.570, -2.012)  0.07
H (-4.196, 0.443, -1.760)  0.12
H (-6.166, -0.204, -0.452)  0.12
H (-5.891, -0.858, 1.937)  0.12
H (-3.678, -0.818, 2.940)  0.09
H (0.919, -2.306, 2.635)  0.02
H (0.480, -2.805, 4.281)  0.10
H (0.990, -1.147, 3.961)  0.06
H (-1.854, -2.836, 1.628)  0.04
H (-2.774, -2.972, 3.104)  0.09
H (-1.217, -3.772, 2.978)  0.09
H (-1.106, -0.658, 5.281)  0.07
H (-1.633, -2.330, 5.251)  0.10
H (-2.709, -1.074, 4.666)  0.07
H (0.327, 0.784, 4.700)  0.07
H (0.294, 2.511, 4.388)  0.10
H (1.134, 1.436, 3.267)  0.05
H (-2.203, 1.081, 4.950)  0.07
H (-3.195, 1.441, 3.524)  0.08
H (-2.264, 2.707, 4.301)  0.10
H (-0.388, 2.374, 1.240)  0.03
H (-0.805, 3.492, 2.545)  0.11
H (-2.077, 2.660, 1.659)  0.07

Values from the calculation:
- total charge = +2
- frontier orbital gap (eV) = 3.46
- spin multiplicity = 1
- HOMO energy (eV) = -13.1
- E (Eh) = -2583.72856

CH8O2S2 | ωB97M-V/def2-TZVPD

Each line ends with the Löwdin charge.
Element x y z (Å)
C (-0.330, 1.592, 0.266)  -0.42
S (-1.261, 0.949, 1.797)  0.34
S (0.391, 0.566, 3.054)  0.31
H (-0.864, 2.498, -0.156)  0.06
H (-0.375, 0.661, -0.263)  -0.05
H (0.714, 1.820, 0.509)  0.02
H (0.475, -0.739, 2.909)  -0.24
O (-0.323, -0.534, -2.923)  -0.07
H (-0.349, 0.262, -2.343)  0.03
H (0.607, -0.783, -2.930)  0.04
O (0.668, -1.988, -0.134)  -0.06
H (-0.221, -1.815, -0.439)  0.02
H (0.867, -2.488, 0.651)  0.03

Values from the calculation:
- SMILES = CSS.O.O
- total charge = 0
- frontier orbital gap (eV) = 9.45
- spin multiplicity = 1
- HOMO energy (eV) = -9.1
- E (Eh) = -989.71848

C40H58BClDyN6O5PS3 | ωB97M-V/def2-TZVPD

Each line ends with the Löwdin charge.
Element x y z (Å)
Dy (1.199, -0.234, -2.631)  1.23
C (-3.484, 1.995, -0.633)  -0.04
C (-2.872, 0.949, 0.249)  -0.23
C (-3.574, 0.282, 1.203)  0.09
C (-2.957, -0.745, 1.953)  -0.20
N (-1.677, -0.960, 1.875)  0.21
N (-0.971, -0.241, 0.985)  0.01
B (0.551, -0.502, 1.078)  -0.80
N (1.350, 0.839, 1.135)  0.00
N (0.750, 1.582, 2.077)  0.18
C (1.263, 2.724, 2.417)  -0.18
C (2.485, 3.157, 1.848)  0.11
C (3.088, 2.413, 0.878)  -0.24
C (4.387, 2.799, 0.262)  -0.06
C (2.444, 1.222, 0.458)  -0.59
S (3.123, 0.357, -0.868)  0.67
C (0.450, 3.480, 3.455)  -0.54
C (0.409, 2.614, 4.718)  -0.04
C (-0.969, 3.675, 2.893)  -0.03
C (1.057, 4.843, 3.781)  -0.05
N (0.881, -1.389, 2.337)  0.00
N (0.704, -1.235, 3.650)  0.22
C (1.028, -2.292, 4.363)  -0.18
C (1.570, -3.471, 3.754)  0.10
C (1.735, -3.611, 2.410)  -0.21
C (2.292, -4.792, 1.703)  -0.01
C (1.299, -2.481, 1.708)  -0.44
S (1.143, -2.049, 0.039)  1.02
C (0.826, -2.241, 5.863)  -0.55
C (-0.032, -3.452, 6.276)  -0.03
C (2.197, -2.313, 6.559)  -0.03
C (0.113, -0.955, 6.265)  -0.05
C (-1.505, 0.600, 0.098)  -0.56
S (-0.570, 1.238, -1.203)  0.70
C (-3.760, -1.695, 2.796)  -0.55
C (-4.688, -2.469, 1.831)  -0.02
C (-4.608, -0.928, 3.830)  -0.02
C (-2.832, -2.667, 3.513)  -0.06
H (-4.489, 2.238, -0.298)  0.09
H (-3.536, 1.637, -1.662)  0.08
H (-2.878, 2.899, -0.632)  0.08
H (-4.629, 0.487, 1.328)  0.14
H (2.926, 4.101, 2.162)  0.13
H (4.756, 3.726, 0.694)  0.09
H (4.294, 2.907, -0.821)  0.07
H (5.124, 2.020, 0.445)  0.09
H (-0.015, 1.633, 4.508)  0.06
H (-0.193, 3.111, 5.478)  0.10
H (1.413, 2.468, 5.114)  0.09
H (-1.425, 2.712, 2.649)  0.07
H (-0.965, 4.275, 1.979)  0.09
H (-1.588, 4.184, 3.621)  0.09
H (2.054, 4.748, 4.210)  0.09
H (0.437, 5.349, 4.535)  0.10
H (1.107, 5.494, 2.901)  0.10
H (1.851, -4.294, 4.398)  0.13
H (2.536, -5.602, 2.397)  0.10
H (3.184, -4.498, 1.147)  0.10
H (1.567, -5.174, 0.974)  0.10
H (0.463, -4.404, 6.082)  0.08
H (-0.997, -3.462, 5.769)  0.08
H (-0.223, -3.395, 7.350)  0.10
H (2.752, -3.223, 6.278)  0.09
H (2.056, -2.315, 7.645)  0.10
H (2.812, -1.448, 6.313)  0.09
H (-0.872, -0.881, 5.807)  0.07
H (0.691, -0.073, 5.994)  0.07
H (-0.020, -0.949, 7.356)  0.10
H (-5.409, -1.803, 1.328)  0.09
H (-5.242, -3.221, 2.385)  0.09
H (-4.122, -3.000, 1.062)  0.09
H (-5.363, -0.304, 3.349)  0.08
H (-3.974, -0.312, 4.474)  0.09
H (-5.129, -1.649, 4.466)  0.10
H (-2.236, -3.273, 2.813)  0.09
H (-3.449, -3.349, 4.109)  0.10
H (-2.149, -2.136, 4.182)  0.06
Cl (-3.744, -1.277, -6.057)  0.73
C (-2.229, -1.760, -5.377)  -0.66
C (-1.274, -2.358, -6.190)  -0.07
C (-0.065, -2.737, -5.642)  -0.02
C (0.204, -2.553, -4.299)  -0.20
C (-0.784, -1.990, -3.496)  -0.13
C (-2.001, -1.573, -4.029)  -0.10
C (1.610, -2.861, -3.833)  -0.58
O (2.359, -3.617, -4.401)  0.13
O (2.022, -2.153, -2.791)  -0.29
H (-1.490, -2.530, -7.236)  0.12
H (0.708, -3.175, -6.258)  0.14
H (-0.670, -1.942, -2.409)  0.08
H (-2.769, -1.156, -3.392)  0.12
C (0.138, 0.916, -8.718)  -0.07
C (1.387, 0.937, -7.892)  -0.24
O (1.124, 1.489, -6.560)  -0.28
P (0.844, 0.516, -5.370)  0.86
O (0.017, 1.464, -4.331)  -0.41
C (-1.360, 1.937, -4.621)  -0.22
C (-1.397, 2.949, -5.742)  -0.05
O (2.236, 0.699, -4.439)  -0.48
C (2.929, 2.014, -4.347)  -0.23
C (4.341, 1.810, -4.806)  -0.04
H (0.370, 0.487, -9.693)  0.10
H (-0.258, 1.924, -8.878)  0.09
H (-0.629, 0.287, -8.256)  0.08
H (2.139, 1.595, -8.330)  0.13
H (1.831, -0.059, -7.805)  0.12
H (-1.675, 2.362, -3.674)  0.09
H (-1.969, 1.060, -4.848)  0.09
H (-0.717, 3.781, -5.560)  0.10
H (-2.418, 3.335, -5.787)  0.10
H (-1.159, 2.499, -6.704)  0.06
H (2.880, 2.326, -3.303)  0.10
H (2.395, 2.732, -4.964)  0.12
H (4.870, 1.069, -4.209)  0.09
H (4.858, 2.761, -4.706)  0.09
H (4.380, 1.527, -5.859)  0.09

Values from the calculation:
- total charge = +2
- frontier orbital gap (alpha / beta) (eV) = 7.93 / 7.93
- spin multiplicity = 6
- ⟨S²⟩ = 9.337
- HOMO energy (alpha / beta) (eV) = -13.2 / -13.2
- E (Eh) = -5169.53790

C4H9NOS | ωB97M-V/def2-TZVPD

Each line ends with the Löwdin charge.
Element x y z (Å)
C (-3.678, 0.657, -1.311)  -0.18
N (-2.582, -0.106, -0.715)  -0.23
S (-1.445, 1.353, -0.514)  0.83
C (-0.027, 0.575, 0.214)  -0.63
O (0.619, -0.289, -0.668)  -0.27
C (1.605, -1.206, -0.078)  -0.16
C (2.547, -0.329, 0.976)  -0.07
H (-4.724, 0.220, -1.332)  0.06
H (-3.738, 1.793, -1.528)  0.05
H (0.642, 1.405, 0.714)  0.11
H (-0.407, -0.072, 0.992)  0.07
H (0.993, -1.905, 0.583)  0.12
H (1.819, -1.799, -0.926)  0.09
H (2.073, -0.248, 1.916)  0.03
H (2.831, 0.841, 0.609)  0.14
H (3.472, -0.890, 1.068)  0.04

Values from the calculation:
- SMILES = C=NSCOCC
- total charge = 0
- frontier orbital gap (eV) = 8.75
- spin multiplicity = 1
- HOMO energy (eV) = -8.6
- E (Eh) = -685.82373